DFT (ωB97M-V/def2-TZVPD) results for a 2-piece molecular cluster, C31H31BF4O2S2 overall in a non-equilibrium geometry.

Element x y z (Å)
C -0.12 -3.68 -2.49
C 0.18 -3.03 -1.14
C 1.50 -3.59 -0.62
O 0.45 -1.64 -1.43
B -0.47 -0.90 -0.72
C -0.47 0.64 -0.98
C -1.37 1.43 -0.10
C -1.37 2.78 -0.04
C -2.25 3.59 0.79
C -1.89 4.91 1.17
C -2.71 5.61 2.04
F -2.29 6.84 2.50
C -3.93 5.12 2.51
C -4.28 3.84 2.08
F -5.48 3.32 2.51
C -3.48 3.07 1.25
C -1.09 0.39 -2.36
C -2.48 0.17 -2.45
C -3.02 -0.32 -3.62
F -4.36 -0.62 -3.63
C -2.26 -0.58 -4.76
C -0.89 -0.33 -4.65
F -0.09 -0.71 -5.71
C -0.30 0.20 -3.51
O -1.23 -1.55 0.20
C -1.03 -2.98 -0.09
C -2.38 -3.44 -0.64
C -0.74 -3.62 1.26
H -0.21 -4.77 -2.38
H -1.03 -3.28 -2.95
H 0.72 -3.48 -3.18
H 1.41 -4.67 -0.42
H 2.26 -3.46 -1.40
H 1.84 -3.07 0.28
H 0.55 1.04 -1.02
H -2.07 0.85 0.50
H -0.63 3.33 -0.64
H -0.95 5.34 0.81
H -4.57 5.71 3.15
H -3.78 2.06 0.95
H -3.12 0.37 -1.58
H -2.72 -0.94 -5.68
H 0.77 0.41 -3.49
H -2.37 -4.52 -0.89
H -3.16 -3.28 0.13
H -2.67 -2.85 -1.53
H -0.66 -4.72 1.19
H 0.18 -3.22 1.68
H -1.57 -3.39 1.94
C 5.93 -2.76 1.81
C 4.55 -2.22 1.79
C 3.58 -2.36 2.78
C 2.57 -1.36 2.70
C 2.78 -0.43 1.67
C 2.23 0.84 1.47
C 1.29 1.57 2.19
C 1.23 2.91 1.78
C 2.23 3.26 0.88
C 2.60 4.65 0.49
S 3.01 1.87 0.26
S 4.11 -1.00 0.66
H 6.06 -3.48 2.63
H 6.20 -3.25 0.86
H 6.63 -1.92 1.97
H 3.64 -3.13 3.54
H 1.73 -1.28 3.40
H 0.70 1.10 2.97
H 0.52 3.65 2.15
H 2.00 5.34 1.10
H 3.67 4.85 0.63
H 2.35 4.79 -0.57

Total energy in eV: -69963.721
Lowest unoccupied orbital energy in eV: -0.03
Structure (SMILES): CC1(C)OB([C@H](/C=C/c2cc(F)cc(F)c2)c2cc(F)cc(F)c2)OC1(C)C.Cc1ccc(-c2ccc(C)s2)s1
E_HOMO in eV: -7.40
Kohn-Sham gap in eV: 7.4
2S+1: 1

DFT (ωB97M-V/def2-TZVPD) results for C31H31BeF6N4OS2SbTe as an isolated structure.

Element x y z (Å)
Be -1.16 0.77 0.19
C -0.95 -3.53 -3.85
S -0.73 -3.66 -2.07
C -0.99 -2.02 -1.47
S -1.31 -0.71 -2.48
N -0.88 -2.11 -0.16
N -0.98 -0.96 0.55
C -0.88 -1.13 1.82
C -0.94 0.09 2.63
C -0.82 0.14 4.01
C -0.90 1.38 4.62
C -1.08 2.52 3.86
C -1.18 2.39 2.48
N -1.10 1.20 1.90
H -1.46 -4.43 -4.18
H -1.55 -2.66 -4.07
H 0.01 -3.45 -4.35
H -0.73 -2.11 2.25
H -0.69 -0.77 4.58
H -0.82 1.46 5.70
H -1.14 3.50 4.31
H -1.33 3.23 1.83
F -2.64 1.24 -0.28
Sb -4.54 0.85 0.50
F -3.76 0.39 2.15
F -4.17 -0.88 -0.08
F -6.27 0.61 1.14
F -5.13 1.36 -1.19
F -4.36 2.66 1.00
C -2.53 8.67 -1.76
C -2.07 7.24 -1.80
C -0.73 6.92 -1.86
C -0.27 5.61 -1.91
C 1.21 5.41 -1.99
C -1.23 4.58 -1.92
Te -0.84 2.51 -2.25
N 0.02 1.68 -0.65
C 1.33 1.82 -0.28
O 2.09 2.69 -0.65
C 1.85 0.73 0.62
C 2.24 1.04 1.91
C 2.75 0.05 2.73
C 2.88 -1.25 2.24
C 2.52 -1.55 0.93
C 2.00 -0.55 0.12
C 0.55 2.73 -3.82
C 1.92 2.56 -3.72
C 2.72 2.69 -4.85
C 2.14 2.99 -6.07
C 0.76 3.14 -6.16
C -0.06 3.01 -5.05
C -1.55 3.17 -5.21
C -2.60 4.87 -1.84
C -3.72 3.86 -1.76
C -2.99 6.20 -1.79
H -1.69 9.36 -1.69
H -3.19 8.85 -0.90
H -3.10 8.93 -2.66
H 0.01 7.72 -1.86
H 1.71 6.14 -1.35
H 1.56 5.58 -3.01
H 1.54 4.42 -1.68
H 2.14 2.06 2.28
H 3.04 0.28 3.74
H 3.28 -2.03 2.88
H 2.62 -2.55 0.55
H 1.68 -0.78 -0.89
H 2.38 2.35 -2.76
H 3.79 2.56 -4.76
H 2.75 3.09 -6.95
H 0.31 3.37 -7.12
H -1.78 3.44 -6.24
H -1.96 3.95 -4.57
H -2.08 2.24 -4.98
H -3.43 2.82 -1.93
H -4.49 4.10 -2.49
H -4.17 3.89 -0.77
H -4.05 6.43 -1.73

Total energy in eV: -92872.315
Lowest unoccupied orbital energy in eV: -0.87
E_HOMO in eV: -7.69
Kohn-Sham gap in eV: 6.8
2S+1: 1

DFT (ωB97M-V/def2-TZVPD) results for C31H32As2N3O3Pd as an isolated structure.

Element x y z (Å)
Pd -0.66 -1.14 -0.90
C -0.17 0.42 1.88
C 1.33 0.30 1.61
As 1.80 -0.81 0.05
C 3.71 -1.02 0.23
C 4.39 -0.64 1.38
C 5.78 -0.74 1.43
C 6.48 -1.25 0.34
C 5.79 -1.65 -0.80
C 4.41 -1.54 -0.85
C 1.97 0.37 -1.50
C 1.27 0.03 -2.66
C 1.26 0.88 -3.76
C 1.98 2.07 -3.72
C 2.74 2.38 -2.60
C 2.75 1.53 -1.50
As -1.10 1.10 0.30
C -0.66 2.98 0.58
C -1.57 3.80 1.24
C -1.22 5.11 1.56
C 0.03 5.60 1.23
C 0.94 4.79 0.56
C 0.59 3.49 0.23
C -2.97 1.06 0.78
C -3.90 1.49 -0.16
C -5.25 1.48 0.16
C -5.67 1.04 1.41
C -4.74 0.60 2.34
C -3.39 0.61 2.03
H -0.35 1.08 2.73
H -0.58 -0.57 2.10
H 1.78 -0.23 2.45
H 1.83 1.27 1.52
H 3.87 -0.25 2.25
H 6.31 -0.43 2.32
H 7.55 -1.33 0.38
H 6.33 -2.05 -1.65
H 3.88 -1.85 -1.75
H 0.82 -0.96 -2.76
H 0.71 0.60 -4.65
H 1.97 2.73 -4.57
H 3.34 3.28 -2.59
H 3.36 1.77 -0.64
H -2.56 3.44 1.51
H -1.94 5.74 2.08
H 0.30 6.62 1.49
H 1.91 5.17 0.29
H 1.29 2.87 -0.32
H -3.58 1.83 -1.13
H -5.98 1.82 -0.57
H -6.73 1.04 1.65
H -5.07 0.27 3.32
H -2.67 0.28 2.77
N -3.64 -2.46 -0.19
C -3.69 -1.71 -1.30
N -4.87 -1.65 -1.97
O -2.72 -1.08 -1.74
H -4.44 -3.00 0.12
H -2.74 -2.65 0.24
H -5.70 -2.11 -1.66
H -4.91 -1.07 -2.79
O 0.59 -2.98 2.27
C 0.18 -3.56 1.29
C 0.44 -5.02 0.93
C 0.05 -5.13 -0.55
C -0.45 -3.74 -0.85
O -0.67 -3.21 -1.95
N -0.56 -2.98 0.27
H -0.17 -5.66 1.57
H 1.48 -5.26 1.13
H -0.75 -5.84 -0.74
H 0.87 -5.38 -1.22

Total energy in eV: -168431.098
Lowest unoccupied orbital energy (spin up / spin down) in eV: -1.93 / -4.36
Total charge: +1
E_HOMO (spin up / spin down) in eV: -10.65 / -11.39
Kohn-Sham gap (spin up / spin down) in eV: 8.7 / 7.0
2S+1: 3

DFT (ωB97M-V/def2-TZVPD) results for C31H32AsNO7S5SbTeW as an isolated structure in a non-equilibrium geometry.

Element x y z (Å)
W 1.83 -1.69 1.84
S 2.23 -1.40 4.32
Sb 3.39 -3.38 3.81
S 3.93 -0.21 2.20
S 4.56 -2.06 1.78
S 5.27 -3.07 5.11
O 2.71 -5.08 -0.79
As 2.54 -3.27 -0.38
O 2.19 -3.46 1.30
O 2.19 -0.98 0.28
C 0.62 -3.55 -0.87
C 0.42 -3.95 -2.19
C -0.76 -4.52 -2.61
C -1.77 -4.74 -1.69
C -1.60 -4.37 -0.37
C -0.40 -3.78 0.06
S -0.69 -3.18 1.77
O -1.43 -4.20 2.43
O -1.41 -1.94 1.49
O 0.49 -2.75 2.63
H 3.61 -5.40 -0.68
H 1.26 -3.83 -2.87
H -0.88 -4.82 -3.64
H -2.69 -5.23 -1.99
H -2.37 -4.55 0.36
C -6.40 0.91 -0.05
C -4.91 0.72 0.01
C -4.17 1.06 1.13
C -2.80 0.87 1.19
C -2.09 1.29 2.46
C -2.12 0.35 0.09
Te -0.06 -0.30 -0.04
N 0.60 -0.22 2.22
C 1.17 0.91 1.93
O 0.97 1.36 0.73
C 1.97 1.82 2.80
C 2.81 2.74 2.16
C 3.64 3.55 2.91
C 3.63 3.46 4.30
C 2.75 2.59 4.93
C 1.90 1.79 4.19
C 0.29 1.11 -1.75
C 1.15 0.69 -2.77
C 1.67 -0.72 -2.82
C 1.58 1.57 -3.76
C 1.17 2.89 -3.77
C 1.65 3.86 -4.81
C 0.30 3.31 -2.77
C -0.13 2.46 -1.76
C -1.06 3.07 -0.73
C -2.86 -0.05 -1.04
C -2.24 -0.70 -2.26
C -4.23 0.17 -1.07
H -6.74 1.55 0.76
H -6.90 -0.06 0.05
H -6.70 1.34 -1.00
H -4.68 1.47 1.99
H -2.82 1.46 3.25
H -1.53 2.21 2.31
H -1.41 0.51 2.79
H 2.82 2.77 1.08
H 4.30 4.25 2.41
H 4.30 4.07 4.88
H 2.72 2.53 6.01
H 1.19 1.14 4.68
H 0.90 -1.42 -2.53
H 2.52 -0.83 -2.14
H 2.02 -0.98 -3.83
H 2.25 1.21 -4.53
H 2.21 3.36 -5.60
H 2.30 4.61 -4.35
H 0.81 4.39 -5.26
H -0.04 4.34 -2.77
H -0.95 4.15 -0.73
H -0.85 2.69 0.26
H -2.10 2.83 -0.97
H -1.46 -1.43 -1.98
H -1.79 0.04 -2.92
H -3.01 -1.24 -2.81
H -4.79 -0.13 -1.95

Total energy in eV: -179157.542
Lowest unoccupied orbital energy (spin up / spin down) in eV: -1.63 / -2.40
E_HOMO (spin up / spin down) in eV: -7.90 / -7.83
Kohn-Sham gap (spin up / spin down) in eV: 6.3 / 5.4
2S+1: 2

DFT (ωB97M-V/def2-TZVPD) results for C31H32BClN8OZr as an isolated structure.

Element x y z (Å)
Zr -0.18 -0.02 0.77
Cl 4.53 2.48 5.79
C 3.27 1.77 4.86
C 2.82 0.49 5.16
C 1.79 -0.09 4.43
C 1.23 0.61 3.36
O 0.19 0.07 2.66
C 1.70 1.90 3.04
C 1.15 2.67 1.95
N 0.48 2.16 0.98
C -0.18 3.00 0.04
C 0.38 4.04 -0.64
C -0.45 4.84 -1.47
C -1.80 4.61 -1.54
C -2.39 3.54 -0.83
C -3.78 3.29 -0.77
C -4.23 2.26 0.00
C -3.31 1.40 0.63
N -2.00 1.57 0.57
C -1.55 2.69 -0.09
C 2.71 2.48 3.82
H 3.26 -0.05 5.99
H 1.42 -1.06 4.70
H 1.31 3.75 1.97
H 1.43 4.26 -0.55
H -0.01 5.66 -2.02
H -2.43 5.26 -2.14
H -4.46 3.93 -1.31
H -5.29 2.06 0.12
H -3.67 0.55 1.19
H 3.05 3.48 3.60
C 3.51 1.49 0.17
C 2.69 0.82 -0.88
C 2.94 0.75 -2.24
C 1.95 -0.05 -2.79
C 1.75 -0.47 -4.20
N 1.14 -0.43 -1.79
N 1.58 0.10 -0.60
B 0.15 -1.63 -1.73
N 0.58 -2.57 -0.59
N 0.48 -2.17 0.73
C 0.67 -3.26 1.48
C 0.62 -3.25 2.96
C 0.91 -4.36 0.65
C 0.82 -3.89 -0.64
C 0.96 -4.64 -1.92
N -1.35 -1.15 -1.45
N -1.86 -1.21 -0.16
C -3.14 -1.57 -0.23
C -3.97 -1.84 0.98
C -3.51 -1.70 -1.58
C -2.37 -1.44 -2.31
C -2.19 -1.48 -3.79
H 4.56 1.44 -0.11
H 3.39 1.00 1.14
H 3.25 2.54 0.27
H 3.77 1.20 -2.77
H 2.55 -0.06 -4.82
H 0.80 -0.10 -4.59
H 1.76 -1.55 -4.30
H 0.17 -2.19 -2.78
H 0.22 -2.32 3.35
H 1.61 -3.41 3.38
H -0.02 -4.07 3.31
H 1.11 -5.37 0.97
H 1.32 -5.65 -1.72
H 1.65 -4.16 -2.60
H -0.01 -4.72 -2.42
H -3.46 -1.55 1.90
H -4.17 -2.91 1.03
H -4.93 -1.33 0.93
H -4.47 -1.97 -1.96
H -3.16 -1.54 -4.28
H -1.60 -2.34 -4.09
H -1.68 -0.58 -4.15

Total energy in eV: -61108.056
Lowest unoccupied orbital energy in eV: -6.14
Total charge: +2
E_HOMO in eV: -13.87
Kohn-Sham gap in eV: 7.7
2S+1: 1

DFT (ωB97M-V/def2-TZVPD) results for C31H32BF4N7OS2Ti as an isolated structure in a non-equilibrium geometry.

Element x y z (Å)
Ti 0.67 1.52 -0.24
S 2.25 4.56 -0.29
C 0.66 4.46 -0.79
N -0.16 3.41 -0.69
C -1.44 3.68 -1.13
C -2.53 2.81 -1.10
C -3.74 3.21 -1.63
C -3.91 4.49 -2.16
C -2.85 5.38 -2.17
C -1.63 4.97 -1.65
S -0.14 5.86 -1.53
H -2.39 1.81 -0.69
H -4.57 2.52 -1.64
H -4.87 4.79 -2.56
H -2.96 6.39 -2.56
C -1.55 -1.95 -0.54
C -1.70 -1.34 -1.91
C -2.40 -2.01 -2.90
C -2.56 -1.45 -4.17
C -2.01 -0.20 -4.41
C -1.30 0.50 -3.45
C -0.74 1.85 -3.80
C -1.11 -0.07 -2.16
N -0.41 0.56 -1.18
H -1.68 -3.03 -0.58
H -2.31 -1.54 0.14
H -0.57 -1.71 -0.12
H -2.82 -2.98 -2.68
H -3.10 -1.98 -4.94
H -2.15 0.25 -5.39
H -0.07 1.79 -4.66
H -0.18 2.28 -2.98
H -1.55 2.54 -4.07
F 4.01 -0.48 0.88
B 2.81 0.15 1.18
F 2.54 0.13 2.53
F 2.81 1.49 0.70
F 1.75 -0.47 0.43
C 3.70 -1.42 -2.02
N 2.73 -0.64 -2.79
C 1.71 -1.41 -3.49
C 2.38 0.53 -2.30
N 2.11 1.59 -1.91
H 4.20 -2.11 -2.71
H 3.22 -1.98 -1.22
H 4.44 -0.76 -1.58
H 2.21 -2.09 -4.18
H 1.06 -0.74 -4.05
H 1.09 -1.98 -2.79
C 3.56 -4.33 2.24
C 2.19 -3.80 2.57
C 1.99 -2.89 3.60
C 0.75 -2.36 3.89
C -0.36 -2.74 3.13
N -1.68 -2.30 3.39
C -2.15 -1.39 4.31
O -3.19 -1.61 4.91
N -1.45 -0.23 4.56
C -0.68 0.63 3.74
C 0.07 1.61 4.39
C 0.73 2.56 3.63
C 0.63 2.51 2.26
N -0.04 1.53 1.60
C -0.70 0.61 2.35
C -0.18 -3.66 2.10
C 1.07 -4.18 1.83
H 4.10 -4.60 3.15
H 4.14 -3.57 1.73
H 3.50 -5.21 1.60
H 2.84 -2.58 4.19
H 0.64 -1.66 4.70
H -2.39 -2.98 3.17
H -1.83 0.24 5.37
H 0.13 1.62 5.47
H 1.31 3.34 4.10
H 1.13 3.25 1.65
H -1.26 -0.13 1.80
H -1.04 -3.97 1.52
H 1.18 -4.89 1.02

Total energy in eV: -101489.278
Lowest unoccupied orbital energy (spin up / spin down) in eV: 2.54 / 2.54
Total charge: -1
E_HOMO (spin up / spin down) in eV: -3.24 / -4.40
Kohn-Sham gap (spin up / spin down) in eV: 5.8 / 6.9
2S+1: 2